[1]
Here is the molecule C4H7NO2 from the Open Molecules 2025 dataset. Energies are from the ωB97M-V functional and the def2-TZVPD basis.

The geometry in XYZ format:
```
14
Properties=species:S:1:pos:R:3
O 2.193 1.454 0.213
N 1.920 0.156 -0.205
C 0.681 -0.038 -0.372
C -0.039 -1.343 -0.631
C -1.176 -0.748 0.237
C -0.652 0.661 -0.112
O -0.822 1.707 0.792
H 3.154 1.441 0.306
H 0.446 -2.262 -0.300
H -0.341 -1.443 -1.680
H -0.956 -0.952 1.293
H -2.222 -0.977 0.024
H -1.051 0.976 -1.087
H -1.213 1.336 1.590
```

Summary:
**SMILES**: O/N=C1/CC[C@H]1O
**E**: -9843.7807 eV
**2S+1**: 1
**Maximum force**: 0.013 Eh/bohr

---

[2]
Here is the molecule C4H3NO2 at a distorted geometry from the Open Molecules 2025 dataset. Energies are from the ωB97M-V functional and the def2-TZVPD basis.

The geometry in XYZ format:
```
10
Properties=species:S:1:pos:R:3
O -2.354 0.989 -1.024
C -1.697 -0.020 -0.957
C -0.394 -0.127 -0.225
N 0.284 -1.218 -0.471
O 1.517 -1.063 0.115
C 1.557 0.143 0.669
C 0.378 0.801 0.569
H -1.990 -0.949 -1.487
H 2.457 0.442 1.187
H 0.242 1.002 1.623
```

Summary:
**SMILES**: O=Cc1ccon1
**E**: -9778.1714 eV
**2S+1**: 1
**Maximum force**: 0.048 Eh/bohr

---

[3]
Here is a structure of composition ArH22O11 at a distorted geometry from the Open Molecules 2025 dataset. Energies are from the ωB97M-V functional and the def2-TZVPD basis.

The geometry in XYZ format:
```
34
Properties=species:S:1:pos:R:3
Ar -0.485 0.815 0.722
O -1.286 3.269 -2.125
H -1.509 3.648 -2.975
H -1.392 2.326 -2.247
O -3.367 -2.011 0.420
H -3.050 -1.721 -0.435
H -2.592 -2.368 0.855
O -0.613 4.066 0.840
H -0.160 4.902 0.951
H -1.078 4.154 0.008
O -1.266 -3.481 1.572
H -0.494 -2.948 1.761
H -1.033 -4.358 1.877
O 3.014 2.346 1.054
H 2.272 2.724 0.583
H 3.588 3.090 1.235
O -2.872 -1.020 -2.142
H -2.159 -0.381 -2.169
H -2.722 -1.578 -2.905
O 2.595 -1.838 0.221
H 2.094 -1.782 1.035
H 1.932 -1.830 -0.469
O 0.525 -1.749 -1.677
H 1.161 -1.731 -2.391
H 0.136 -2.622 -1.723
O 0.819 -1.668 2.443
H 1.094 -0.754 2.380
H 1.054 -1.928 3.334
O 1.873 0.977 3.039
H 2.171 1.504 2.297
H 2.679 0.661 3.447
O -0.617 0.570 -2.742
H -0.337 0.791 -3.630
H 0.022 -0.076 -2.442
```

Summary:
**E**: -37234.6090 eV
**2S+1**: 1
**Maximum force**: 0.025 Eh/bohr

---

[4]
Here is a cluster of 2 separate species, C2H6N3S2 in total at a distorted geometry from the Open Molecules 2025 dataset. Energies are from the ωB97M-V functional and the def2-TZVPD basis.

The geometry in XYZ format:
```
13
Properties=species:S:1:pos:R:3
C -1.448 1.048 -0.279
C 1.838 -0.374 0.497
N -0.269 0.641 0.320
N 0.888 0.505 0.017
N -2.047 0.234 -1.044
S -4.942 0.715 0.051
S -4.369 -1.128 0.514
H -2.009 1.939 0.262
H 1.480 -1.205 1.184
H 2.595 0.111 1.017
H 2.516 -0.750 -0.232
H -1.505 -0.466 -1.385
H -5.492 0.575 -1.273
```

Summary:
**Charge**: +1
**E**: -28299.0344 eV
**2S+1**: 1
**Maximum force**: 0.077 Eh/bohr